1.
C23H20BF3N2 | the ωB97M-V functional and the def2-TZVPD basis

Summary:
2S+1: 1
E_HOMO: -0.29969 Ha
electronic energy: -1322.5241 Ha
energy relative to the best compared isomer or geometry (same formula, charge and spin): 0.0 kJ/mol

Last column: natural (NBO) charge in e.
Positions of all 49 atoms, in Å:
C (-0.408, -0.041, -2.567)  -0.6770
C (-0.342, -0.457, -1.088)  0.1803
N (0.734, -1.353, -0.868)  -0.3816
C (0.717, -2.576, -0.143)  0.1511
C (-0.315, -3.455, 0.154)  -0.2302
C (-0.003, -4.653, 0.830)  -0.1973
C (1.320, -4.954, 1.217)  -0.2179
C (2.356, -4.078, 0.889)  -0.1963
C (2.058, -2.932, 0.162)  0.0076
C (2.914, -1.941, -0.434)  -0.0016
C (2.083, -1.027, -1.130)  0.1387
C (2.595, 0.028, -1.855)  -0.2412
C (3.981, 0.215, -1.820)  -0.1972
C (4.813, -0.649, -1.088)  -0.2041
C (4.286, -1.738, -0.390)  -0.2036
H (-1.433, -0.227, -2.943)  0.2420
H (-0.231, 1.056, -2.676)  0.2137
H (0.283, -0.563, -3.267)  0.2428
H (-1.255, -1.009, -0.793)  0.2258
H (-1.331, -3.200, -0.159)  0.2160
H (-0.799, -5.363, 1.065)  0.2193
H (1.515, -5.880, 1.766)  0.2195
H (3.387, -4.282, 1.187)  0.2160
H (1.917, 0.653, -2.430)  0.2152
H (4.407, 1.051, -2.365)  0.2177
H (5.886, -0.457, -1.074)  0.2166
H (4.909, -2.415, 0.194)  0.2181
C (-2.262, 2.063, 3.160)  -0.4128
N (-1.847, 1.992, 1.773)  -0.3187
C (-0.736, 1.367, 1.244)  0.1332
B (0.335, 0.720, 2.275)  1.1406
F (1.480, 0.323, 1.575)  -0.5457
F (0.642, 1.687, 3.243)  -0.5413
F (-0.405, -0.369, 2.779)  -0.5468
C (-0.753, 1.362, -0.155)  -0.3744
C (-1.878, 2.286, -0.479)  -0.0025
C (-2.567, 2.557, 0.725)  0.1194
C (-3.756, 3.277, 0.821)  -0.2377
C (-4.256, 3.848, -0.357)  -0.2006
C (-3.538, 3.694, -1.556)  -0.2361
C (-2.333, 2.965, -1.619)  -0.2001
H (-3.274, 2.476, 3.185)  0.2016
H (-2.275, 1.064, 3.610)  0.2430
H (-1.613, 2.708, 3.767)  0.2381
H (0.165, 1.399, -0.757)  0.2825
H (-4.294, 3.373, 1.756)  0.2196
H (-5.196, 4.406, -0.359)  0.2200
H (-3.932, 4.151, -2.467)  0.2168
H (-1.750, 2.898, -2.538)  0.2096

***

2.
C10H12ClP | the ωB97M-V functional and the def2-TZVPD basis

Summary:
2S+1: 1
E_HOMO: -0.29917 Ha
electronic energy: -1189.6803 Ha
SMILES string: CC(C)=C[C@H]1C=CC=C/C1=P\Cl
energy relative to the best compared isomer or geometry (same formula, charge and spin): 188.1 kJ/mol

Last column: natural (NBO) charge in e.
Positions of all 24 atoms, in Å:
C (1.082, -2.686, 0.332)  -0.2803
C (1.734, -2.169, -0.795)  -0.1956
C (0.423, -1.874, 1.117)  -0.1160
C (1.912, -0.824, -0.931)  -0.2467
C (0.325, -0.370, 0.970)  -0.3319
C (1.712, -0.009, 0.309)  -0.3958
C (-1.129, -0.141, 0.278)  -0.2015
C (-1.523, 1.082, -0.066)  0.0550
C (-2.832, 1.103, -0.721)  -0.6347
C (-0.872, 2.446, 0.079)  -0.6576
P (2.984, 0.939, 0.952)  0.6637
Cl (4.368, 0.803, -0.472)  -0.2882
H (0.876, -3.731, 0.548)  0.2247
H (1.873, -2.753, -1.682)  0.2145
H (-0.044, -2.223, 2.039)  0.2065
H (2.581, -0.433, -1.710)  0.2309
H (0.254, 0.132, 1.910)  0.2257
H (-1.779, -1.019, 0.316)  0.2132
H (-3.381, 0.268, -0.346)  0.2133
H (-2.751, 0.923, -1.727)  0.2204
H (-3.360, 1.956, -0.429)  0.2035
H (-1.569, 3.093, 0.597)  0.2223
H (0.141, 2.622, 0.367)  0.2341
H (-1.021, 2.865, -0.935)  0.2206

***

3.
C36H78AsF6N2O8Sn | the ωB97M-V functional and the def2-TZVPD basis

Summary:
2S+1: 1
E_HOMO: -0.37339 Ha
electronic energy: -5178.9058 Ha
net charge: +1

Last column: Löwdin charge in e.
Positions of all 132 atoms, in Å:
Sn (-0.152, -5.269, 2.143)  1.8121
As (0.734, -1.175, 0.079)  0.9168
F (-0.017, -2.727, 0.559)  -0.3246
F (2.242, -1.970, -0.342)  -0.2392
F (1.482, 0.397, -0.362)  -0.2694
F (-0.778, -0.272, 0.540)  -0.2742
F (1.343, -0.932, 1.724)  -0.2568
F (0.106, -1.305, -1.578)  -0.2525
C (-2.875, 3.371, 6.021)  -0.0735
C (-2.620, 4.577, 5.059)  -0.2277
N (-2.696, 4.133, 3.668)  -0.1763
C (-1.542, 3.225, 3.367)  -0.2322
C (-1.736, 2.412, 2.062)  -0.0865
C (-2.745, 5.235, 2.730)  -0.2544
C (-3.934, 6.193, 2.893)  -0.0871
H (-3.191, 3.705, 7.010)  0.0701
H (-2.015, 2.718, 6.171)  0.0289
H (-3.660, 2.702, 5.668)  0.0725
H (-3.334, 5.379, 5.251)  0.1052
H (-1.651, 5.025, 5.279)  0.1129
H (-0.572, 3.723, 3.343)  0.1099
H (-1.459, 2.491, 4.168)  0.0562
H (-2.785, 2.148, 1.928)  0.0773
H (-1.485, 3.118, 1.271)  0.0453
H (-1.097, 1.531, 2.117)  0.0450
H (-2.993, 4.817, 1.754)  0.0800
H (-1.778, 5.702, 2.548)  0.1208
H (-4.252, 6.594, 1.930)  0.0698
H (-3.803, 7.061, 3.539)  0.0655
H (-4.847, 5.786, 3.326)  0.0776
C (0.616, 0.440, -4.971)  -0.0688
C (-0.296, -0.131, -6.115)  -0.2047
N (-0.623, -1.571, -5.988)  -0.1707
C (0.603, -2.373, -6.071)  -0.2477
C (0.307, -3.848, -6.438)  -0.0752
C (-1.406, -1.879, -4.795)  -0.2674
C (-2.815, -1.219, -4.796)  -0.0605
H (0.655, 1.529, -4.949)  0.0709
H (1.647, 0.247, -5.267)  0.0560
H (0.450, 0.092, -3.951)  0.0483
H (-1.210, 0.461, -6.177)  0.0984
H (0.202, -0.004, -7.076)  0.1121
H (1.337, -1.878, -6.707)  0.1171
H (1.131, -2.376, -5.118)  0.0869
H (-0.182, -4.326, -5.589)  0.0246
H (-0.378, -3.938, -7.281)  0.0829
H (1.174, -4.508, -6.415)  0.0710
H (-0.862, -1.766, -3.858)  0.0763
H (-1.667, -2.937, -4.804)  0.0926
H (-3.437, -1.544, -5.630)  0.0853
H (-2.704, -0.135, -4.763)  0.0514
H (-3.280, -1.418, -3.830)  0.0504
C (2.818, -4.459, -1.827)  0.0029
C (1.392, -4.943, -1.808)  -0.4140
O (0.806, -5.246, -0.743)  -0.1016
C (0.608, -4.915, -3.087)  -0.0152
H (2.881, -3.618, -2.517)  0.0781
H (3.511, -5.248, -2.120)  0.1063
H (3.158, -4.107, -0.853)  0.0483
H (1.193, -5.505, -3.793)  0.1032
H (0.596, -3.908, -3.505)  0.0740
H (-0.395, -5.330, -2.984)  0.0928
C (-2.963, 3.713, -0.970)  -0.0103
C (-3.007, 2.505, -2.019)  -0.4385
O (-3.841, 2.451, -2.893)  0.0647
C (-1.950, 1.427, -1.961)  -0.0169
H (-3.629, 4.459, -1.403)  0.0745
H (-2.005, 4.228, -0.903)  0.0724
H (-3.290, 3.429, 0.030)  0.0422
H (-1.976, 0.969, -0.972)  0.0582
H (-0.948, 1.823, -2.131)  0.0883
H (-2.215, 0.687, -2.716)  0.0572
C (-4.555, -3.482, -0.713)  0.0079
C (-3.049, -3.568, -0.502)  -0.4465
O (-2.551, -3.861, 0.550)  -0.0193
C (-2.232, -3.323, -1.775)  -0.0167
H (-4.873, -2.703, -0.020)  0.0894
H (-5.127, -4.379, -0.475)  0.0956
H (-4.750, -3.094, -1.713)  0.0801
H (-2.730, -3.737, -2.651)  0.0916
H (-1.249, -3.784, -1.685)  0.0429
H (-1.979, -2.274, -1.933)  0.0712
C (3.985, -2.118, 2.740)  0.0085
C (3.567, -3.485, 2.167)  -0.4381
O (2.396, -3.789, 2.244)  -0.0942
C (4.547, -4.387, 1.427)  -0.0048
H (3.908, -1.380, 1.942)  0.0788
H (5.023, -2.030, 3.060)  0.0920
H (3.276, -1.800, 3.505)  0.0770
H (3.975, -5.267, 1.133)  0.0780
H (5.262, -4.756, 2.163)  0.0940
H (5.140, -3.922, 0.640)  0.1002
C (-0.685, -0.678, 4.276)  0.0027
C (-1.621, -1.524, 3.442)  -0.4313
O (-1.396, -2.707, 3.204)  -0.0792
C (-2.902, -0.811, 2.979)  0.0083
H (-0.751, -1.145, 5.259)  0.1095
H (-0.977, 0.361, 4.431)  0.0649
H (0.300, -0.856, 3.845)  0.0737
H (-2.846, -0.358, 1.989)  0.0703
H (-3.202, -0.014, 3.659)  0.0863
H (-3.632, -1.612, 2.859)  0.0837
C (2.172, 1.444, 4.141)  -0.0214
C (1.899, 1.108, 5.568)  -0.4522
O (2.245, 0.044, 6.119)  0.0331
C (0.944, 2.021, 6.339)  -0.0142
H (1.233, 1.453, 3.588)  0.0678
H (2.762, 0.641, 3.698)  0.0646
H (2.733, 2.366, 3.989)  0.0994
H (-0.021, 2.133, 5.846)  0.0360
H (1.307, 3.032, 6.524)  0.0901
H (0.770, 1.629, 7.341)  0.0864
C (1.629, 3.644, 0.859)  -0.0308
C (3.113, 3.558, 1.085)  -0.4516
O (3.683, 4.569, 1.533)  0.0395
C (3.801, 2.207, 0.779)  -0.0084
H (1.508, 3.631, -0.224)  0.0887
H (1.139, 4.561, 1.184)  0.0818
H (1.176, 2.838, 1.436)  0.0580
H (3.256, 1.408, 1.282)  0.0503
H (4.842, 2.270, 1.096)  0.0851
H (3.766, 2.036, -0.297)  0.0584
C (3.827, 1.943, -3.351)  -0.0164
C (4.174, 0.476, -3.638)  -0.4536
O (4.892, 0.193, -4.613)  0.0341
C (3.552, -0.627, -2.813)  -0.0370
H (3.019, 2.070, -2.631)  0.0592
H (3.618, 2.417, -4.310)  0.0879
H (4.723, 2.354, -2.885)  0.0853
H (4.109, -0.787, -1.890)  0.0856
H (3.420, -1.522, -3.421)  0.0706
H (2.548, -0.352, -2.488)  0.0398

***

4.
C5H10N2O | the ωB97M-V functional and the def2-TZVPD basis

Summary:
2S+1: 1
E_HOMO: -0.34142 Ha
electronic energy: -381.2322 Ha
SMILES string: C/N=C(/C)C(=O)CN
energy relative to the best compared isomer or geometry (same formula, charge and spin): 139.8 kJ/mol

Last column: natural (NBO) charge in e.
Positions of all 18 atoms, in Å:
C (0.428, 0.414, -1.437)  -0.3319
C (-2.092, -0.463, 1.056)  -0.4621
C (1.435, 0.660, 1.688)  -0.6594
C (0.381, -0.565, -0.278)  0.5348
C (0.200, 0.057, 1.086)  0.2003
N (0.014, -0.242, -2.682)  -0.8260
N (-0.933, 0.146, 1.700)  -0.3883
O (0.568, -1.773, -0.360)  -0.5212
H (0.333, 0.299, -3.484)  0.3588
H (0.472, -1.156, -2.743)  0.3716
H (-0.243, 1.255, -1.239)  0.2115
H (1.454, 0.784, -1.527)  0.2074
H (-1.962, -1.543, 0.930)  0.2109
H (-2.308, 0.003, 0.089)  0.1928
H (-2.970, -0.313, 1.693)  0.2060
H (1.587, 1.660, 1.272)  0.2268
H (2.306, 0.039, 1.463)  0.2225
H (1.327, 0.738, 2.773)  0.2453

***

Number 1: Kohn-Sham gap 7.1 eV. Number 2: Kohn-Sham gap 7.9 eV. Number 3: Kohn-Sham gap 3.5 eV. Number 4: Kohn-Sham gap 10.0 eV.